14
Properties=species:S:1:pos:R:3:forces:R:3:nbo_charge:R:1 method="wB97M-V/def2-TZVPD" e_homo_ev=-9.24 e_above_lowest_kcal_mol=7.4 e_lumo_ev=0.520 homo_lumo_gap_ev=9.76 smiles="NC(=O)N[NH2+][O-].O=C=O" multiplicity=1 charge=0
C 0.83141 1.17234 1.03636 1.177 1.082 -0.690 0.77
C -1.65154 -2.35133 -2.03938 -1.110 0.583 0.403 1.06
N 0.83311 2.57407 0.86841 1.509 -0.537 2.246 -0.86
N 0.18206 0.50003 -0.03616 3.520 0.017 1.887 -0.51
N 0.09706 -0.95370 0.21985 -1.203 0.959 1.675 -0.07
O -0.53666 -2.15714 -2.18045 2.777 -0.025 -0.549 -0.57
O 1.42753 0.64810 1.95956 -0.751 -0.032 -0.870 -0.62
O -2.78347 -2.47002 -1.96186 -1.657 -0.588 0.082 -0.50
O -1.17413 -1.22998 0.37417 -2.140 -1.383 -0.758 -0.72
H 0.72101 3.04052 0.01247 -0.547 -0.089 -1.517 0.39
H 1.65773 3.00405 1.34019 -1.244 -0.719 -0.118 0.40
H -0.67307 0.99026 -0.20426 -1.287 -1.032 -0.376 0.41
H 0.59221 -1.45076 -0.50930 -0.023 0.084 -1.076 0.38
H 0.47674 -1.31646 1.12040 0.977 1.681 -0.340 0.42

123
Properties=species:S:1:pos:R:3:forces:R:3:lowdin_charge:R:1 method="wB97M-V/def2-TZVPD" e_homo_ev=-8.91 e_lumo_ev=0.199 homo_lumo_gap_ev=9.11 smiles="[H]/N=C/C[C@](C)(OCCNC[C@@H](C)O)O[C@@H](CCCCCCOC(C)=O)[C@H](NCl)C(=O)NC(=O)F.COC[C@@H](C)N.COC[C@@H](C)N.COC[C@@H](C)N" multiplicity=1 charge=0
C 2.05513 2.88590 3.90126 -1.049 0.979 -0.876 0.03
C 0.72621 2.46494 4.53364 1.718 1.107 -1.334 -0.57
O 0.70301 1.53457 5.25233 -0.607 -2.005 1.721 0.13
O -0.33199 3.21359 4.20869 -0.027 0.096 0.202 -0.01
C -1.55365 2.77833 4.84297 -0.930 -0.232 -0.172 -0.16
C -2.17386 1.54677 4.15641 -0.669 0.442 0.259 -0.17
C -2.28838 1.71144 2.62464 0.499 -0.527 -0.075 -0.18
C -1.31669 0.81112 1.80992 -0.355 0.434 -0.031 -0.18
C -1.00230 1.50303 0.44038 0.027 -0.228 1.623 -0.15
C 0.20541 2.44642 0.63870 0.609 -0.451 -0.414 -0.12
C 1.15591 2.51405 -0.60530 -0.730 -0.992 0.964 -0.26
O 0.42739 2.36195 -1.80965 0.391 1.220 0.503 -0.05
C -0.04419 3.57006 -2.37879 -0.525 -0.033 -2.519 -0.51
C -0.78948 3.11224 -3.66398 -0.128 -0.068 0.016 0.02
C 1.11389 4.49912 -2.90137 -0.295 -0.859 -0.076 -0.08
C 1.93572 3.72679 -3.92200 0.121 -0.387 1.367 -0.24
N 1.98901 4.08493 -5.11808 0.160 0.354 -1.023 0.12
O -1.03076 4.24007 -1.62189 1.063 0.101 0.338 -0.05
C -0.60145 5.31246 -0.79332 -1.172 0.700 0.592 -0.21
C -0.82087 6.72335 -1.40494 0.702 0.133 0.155 -0.18
N -0.69512 7.78755 -0.39138 -0.063 -0.635 -0.172 -0.05
C 0.63079 7.82830 0.23210 0.132 -0.615 0.201 -0.19
C 0.67562 7.21342 1.63500 0.637 0.317 0.834 -0.41
C 2.07996 7.33741 2.30104 -0.250 -0.795 -0.041 -0.03
O -0.28855 7.86419 2.48576 -0.041 -0.234 -0.333 -0.05
C 2.08053 1.24228 -0.48254 -0.082 1.023 0.154 -0.26
N 3.19415 1.41982 0.43934 0.204 -0.734 -0.418 -0.39
Cl 4.28803 2.66825 -0.02390 -0.075 0.318 0.353 0.63
C 2.46980 0.65281 -1.83830 1.418 1.041 1.160 -0.42
O 1.72590 -0.08340 -2.36447 -2.153 -1.581 -1.439 0.17
N 3.72274 0.92826 -2.47403 0.003 -0.072 0.111 0.15
C 3.84984 0.07015 -3.61429 -1.315 3.510 0.586 -0.58
O 4.25847 -0.98815 -3.57081 2.096 -4.747 0.005 0.23
F 3.50332 0.62710 -4.75624 -0.507 0.850 -0.323 0.16
H 2.66110 3.43258 4.62966 -0.071 -0.237 -0.087 0.09
H 2.59467 2.02039 3.50871 -0.117 0.018 0.434 0.08
H 1.82087 3.55788 3.05935 0.348 -0.065 0.251 0.07
H -1.42114 2.61640 5.91880 0.298 -0.053 -0.293 0.13
H -2.25728 3.61344 4.73410 0.365 -0.045 -0.140 0.13
H -1.68663 0.61740 4.47140 0.102 0.213 -0.264 0.11
H -3.20042 1.49901 4.55784 0.316 -0.066 0.063 0.11
H -3.30820 1.48229 2.28992 0.173 0.208 0.092 0.11
H -2.06476 2.75545 2.35391 -0.201 -0.201 0.136 0.10
H -0.41395 0.65987 2.42333 -0.036 -0.002 -0.349 0.10
H -1.75026 -0.18739 1.65330 -0.015 0.273 0.115 0.10
H -0.84546 0.72089 -0.30879 0.079 0.478 -0.168 0.12
H -1.89303 2.10729 0.22813 0.248 -0.301 -0.620 0.11
H 0.82483 2.00576 1.44052 -0.195 0.335 -0.081 0.08
H -0.08727 3.43839 1.00066 -0.064 -0.195 -0.196 0.10
H 1.74019 3.43971 -0.52306 0.109 -0.265 -0.501 0.11
H -0.33138 2.21493 -4.09543 -0.067 0.138 0.247 0.09
H -1.84701 2.91619 -3.45276 0.297 -0.052 0.136 0.09
H -0.73776 3.88687 -4.43858 -0.087 -0.087 0.273 0.09
H 0.62578 5.29374 -3.47286 0.246 0.141 0.404 0.12
H 1.75601 4.88058 -2.09827 -0.091 0.071 -0.225 0.11
H 2.46961 2.82517 -3.59042 -0.156 0.265 0.242 0.10
H 2.58752 3.43857 -5.63726 -0.132 0.128 -0.078 0.05
H 0.40390 5.19833 -0.37210 -0.034 -0.109 -0.411 0.09
H -1.27597 5.29976 0.08409 0.179 -0.205 -0.223 0.13
H -1.81000 6.78943 -1.87406 0.195 -0.158 0.129 0.13
H -0.06326 6.94697 -2.16757 -0.266 -0.163 -0.011 0.11
H -1.39909 7.60492 0.32089 0.159 0.371 0.076 0.10
H 1.33435 7.21703 -0.36127 -0.168 0.250 0.027 0.12
H 1.06744 8.83869 0.23464 -0.355 -0.106 0.221 0.13
H 0.40631 6.14537 1.63407 0.012 0.209 -0.469 0.12
H 2.86505 7.70581 1.63029 -0.257 0.215 0.192 0.08
H 1.96909 7.94312 3.20643 0.269 0.189 -0.378 0.08
H 2.41336 6.34356 2.64370 -0.050 0.264 -0.122 0.06
H -0.35868 7.30429 3.26980 -0.130 0.255 -0.079 0.09
H 1.43683 0.48065 -0.02173 0.336 -0.059 -0.230 0.16
H 2.88719 1.56566 1.39437 0.068 0.278 -0.158 0.04
H 4.48844 0.63921 -1.86236 -0.101 0.549 0.163 0.12
C -3.78520 -5.77533 2.30475 0.038 -0.198 -0.001 -0.06
C -3.43519 -4.75751 1.22430 -0.155 0.025 0.331 -0.42
C -2.44956 -3.67587 1.69537 0.074 0.072 -0.342 -0.20
O -3.02959 -2.66289 2.50075 0.194 -0.144 0.099 -0.20
C -3.14768 -2.99159 3.87402 -0.201 0.236 -0.034 -0.10
N -4.67688 -4.17207 0.70466 0.132 0.131 -0.134 0.04
H -4.46428 -5.36927 3.05491 0.022 0.065 -0.032 0.07
H -4.27987 -6.64115 1.86192 -0.016 0.054 -0.020 0.07
H -2.88661 -6.13091 2.81391 -0.017 0.021 0.005 0.08
H -2.95133 -5.30406 0.40908 0.030 0.093 -0.035 0.14
H -2.06974 -3.15955 0.80854 -0.052 0.056 0.029 0.12
H -1.57939 -4.11773 2.19678 -0.073 -0.059 0.089 0.12
H -2.31023 -3.60310 4.22076 -0.023 -0.057 -0.038 0.09
H -4.09300 -3.50249 4.06944 0.080 -0.125 0.113 0.08
H -3.15404 -2.05911 4.44002 0.046 0.017 -0.064 0.08
H -4.44804 -3.55995 -0.07503 -0.047 -0.099 -0.062 0.08
H -5.03345 -3.53515 1.41404 -0.069 -0.110 0.009 0.07
C 5.57449 -4.16424 -0.99274 -0.160 -0.078 -0.131 -0.07
C 6.05311 -2.72711 -0.82264 0.147 -0.267 0.210 -0.43
C 7.45889 -2.47546 -1.39309 -0.091 0.299 -0.029 -0.21
O 8.51776 -2.95122 -0.58030 -0.038 -0.093 -0.232 -0.19
C 8.82396 -4.32439 -0.74367 0.106 0.076 0.256 -0.11
N 5.96988 -2.36370 0.59784 0.140 0.177 -0.105 0.04
H 6.06493 -4.85052 -0.30169 0.055 0.064 0.010 0.06
H 4.50271 -4.22977 -0.80151 0.035 0.043 0.038 0.08
H 5.75228 -4.51838 -2.01057 0.015 0.003 0.021 0.08
H 5.35964 -2.08838 -1.37778 0.078 0.039 -0.029 0.11
H 7.60635 -1.39279 -1.45621 0.053 -0.016 0.068 0.12
H 7.55084 -2.86369 -2.41524 -0.033 -0.115 0.031 0.12
H 8.69547 -4.65033 -1.77960 -0.078 0.002 0.003 0.09
H 8.21358 -4.93888 -0.07817 -0.033 -0.129 -0.132 0.07
H 9.86749 -4.46852 -0.46211 -0.006 0.077 -0.022 0.09
H 6.20423 -1.37912 0.69963 -0.129 0.002 0.023 0.07
H 6.72868 -2.84208 1.07862 -0.098 -0.057 0.016 0.07
C -7.48704 -7.64058 -2.79810 -0.181 0.045 -0.146 -0.07
C -6.71685 -6.55666 -2.05047 0.136 -0.414 -0.010 -0.43
C -5.38296 -6.17944 -2.71775 -0.034 0.312 0.140 -0.21
O -4.33294 -7.10844 -2.50432 -0.072 0.054 -0.248 -0.19
C -4.32757 -8.21503 -3.38732 0.150 -0.078 0.245 -0.11
N -6.52680 -6.98080 -0.66158 0.192 0.203 0.033 0.04
H -7.04822 -8.62964 -2.66430 0.065 0.043 0.028 0.06
H -8.51309 -7.69439 -2.43202 0.050 0.006 0.054 0.07
H -7.52710 -7.42651 -3.86916 0.020 -0.025 0.011 0.08
H -7.34198 -5.65847 -2.04766 0.101 0.064 0.012 0.13
H -5.03791 -5.24416 -2.26819 0.040 -0.066 0.063 0.11
H -5.51279 -5.98336 -3.79027 -0.034 -0.128 -0.031 0.12
H -4.66245 -7.93759 -4.39084 -0.074 0.006 0.020 0.09
H -4.94633 -9.02568 -2.99572 -0.077 -0.038 -0.169 0.07
H -3.30324 -8.58349 -3.45360 0.006 0.074 0.018 0.09
H -6.08993 -6.21804 -0.14628 -0.112 0.084 0.065 0.04
H -5.81626 -7.70948 -0.66326 -0.115 -0.061 -0.007 0.07

66
Properties=species:S:1:pos:R:3:forces:R:3:nbo_charge:R:1 method="wB97M-V/def2-TZVPD" e_homo_ev=-7.92 e_above_lowest_kcal_mol=11.9 e_lumo_ev=-1.052 homo_lumo_gap_ev=6.86 multiplicity=1 charge=0
Au 0.77884 1.05318 0.39952 -0.093 0.101 0.010 1.48
O -3.71280 -0.47895 -1.50394 -0.030 -0.048 -0.036 -0.68
C -3.33798 -1.73680 -1.21497 -0.018 0.018 -0.013 0.35
C -3.98766 -2.76852 -1.89722 0.002 0.000 -0.004 -0.28
C -3.65854 -4.08570 -1.65464 -0.005 -0.004 -0.001 -0.17
C -2.67140 -4.41102 -0.72637 0.009 -0.005 -0.004 -0.28
C -2.02209 -3.39272 -0.05818 0.011 0.000 0.003 -0.16
C -2.33474 -2.05150 -0.28415 0.001 0.022 0.018 -0.19
C -1.53447 -1.02460 0.44401 -0.039 -0.036 0.014 0.62
O -0.51128 -1.34407 1.07029 0.038 -0.003 0.019 -0.73
N -2.00535 0.23735 0.34043 0.009 -0.013 -0.085 -0.52
N -1.15822 1.15475 0.87188 -0.017 0.108 0.105 -0.23
C -1.59032 2.09150 1.63314 0.093 -0.034 -0.017 0.16
C -0.79453 3.11571 2.27617 -0.041 -0.029 -0.053 -0.25
C -1.46222 4.23214 2.79388 0.002 0.052 0.050 -0.13
C -0.79157 5.20465 3.50224 -0.055 -0.013 -0.024 -0.26
C 0.57542 5.05112 3.72469 0.042 -0.036 -0.015 -0.16
C 1.25361 3.95299 3.23674 0.011 0.056 0.038 -0.30
C 0.58805 2.97041 2.49653 0.047 -0.078 0.027 0.44
O 1.29914 1.91690 2.09464 -0.069 0.100 -0.086 -0.73
H -3.17060 0.12290 -0.94322 0.018 0.027 0.021 0.51
H -4.74996 -2.50043 -2.61682 0.002 0.002 0.002 0.22
H -4.17646 -4.87026 -2.19245 0.000 0.000 0.000 0.21
H -2.41912 -5.44489 -0.53178 0.000 0.000 0.001 0.21
H -1.24436 -3.60438 0.66470 -0.001 0.002 0.000 0.23
H -2.65838 2.07095 1.82251 -0.008 -0.001 -0.004 0.22
H -2.52968 4.31858 2.62924 -0.001 0.002 -0.002 0.21
H -1.31926 6.06625 3.88602 -0.001 -0.001 -0.001 0.22
H 1.11739 5.80165 4.28589 0.004 -0.001 0.003 0.22
H 2.31364 3.82461 3.40972 -0.002 -0.002 -0.002 0.22
O 2.79162 0.92437 -0.09030 -0.039 -0.047 0.152 -0.64
C 3.61462 0.32722 0.63209 0.029 0.028 -0.140 0.78
C 5.06268 0.36257 0.25208 -0.015 0.082 0.022 -0.51
C 5.52921 -1.10024 0.05665 0.006 -0.025 -0.011 -0.40
C 4.44152 -2.07918 -0.44325 0.011 -0.004 0.024 -0.42
C 3.53416 -2.69294 0.63983 0.001 -0.022 -0.039 -0.42
C 2.52175 -1.72186 1.23476 -0.023 0.093 -0.021 -0.22
N 3.25846 -0.49247 1.64325 0.054 -0.066 0.047 -0.61
H 5.64248 0.87368 1.02503 0.014 -0.042 0.003 0.24
H 5.14672 0.94340 -0.66433 0.002 -0.002 0.001 0.25
H 5.95309 -1.48735 0.98801 -0.012 0.011 0.007 0.20
H 6.35093 -1.08358 -0.65951 -0.005 -0.009 -0.005 0.23
H 4.94645 -2.90025 -0.95438 0.004 -0.007 0.013 0.23
H 3.82312 -1.59667 -1.20708 -0.010 0.013 -0.026 0.22
H 4.16012 -3.10414 1.44090 0.008 0.002 -0.005 0.19
H 2.98623 -3.53368 0.20995 -0.009 -0.014 -0.008 0.23
H 1.99582 -2.12206 2.09748 0.007 -0.010 0.003 0.23
H 1.75637 -1.44671 0.51222 0.012 -0.037 0.000 0.24
H 4.07096 -0.75565 2.18854 -0.024 -0.002 0.012 0.38
O 1.66438 1.20420 -2.77805 0.100 0.018 0.102 -0.59
C 1.20282 0.20093 -2.28825 -0.261 0.072 -0.070 0.78
O 0.28372 0.19091 -1.31725 0.261 -0.189 0.011 -0.78
C 1.60712 -1.16820 -2.73378 -0.034 -0.036 -0.081 -0.19
C 1.04784 -2.30241 -2.15646 0.016 0.088 -0.018 -0.19
C 1.45388 -3.58425 -2.53688 -0.020 -0.016 -0.005 -0.26
C 2.42205 -3.65958 -3.50633 0.006 -0.006 0.012 0.24
O 3.02122 -4.77617 -4.02364 0.003 0.015 -0.019 -0.48
C 3.72173 -4.30202 -5.17336 -0.012 0.005 -0.004 0.23
O 3.94537 -2.90996 -4.98621 -0.020 -0.005 0.011 -0.49
C 2.97448 -2.52682 -4.09020 0.039 -0.010 0.015 0.27
C 2.59346 -1.26481 -3.72943 -0.008 -0.028 0.002 -0.23
H 0.27602 -2.17582 -1.40978 0.000 -0.045 0.034 0.26
H 1.01465 -4.47181 -2.10251 0.005 0.002 0.010 0.23
H 3.09620 -4.45450 -6.06039 0.009 -0.005 0.000 0.15
H 4.67416 -4.81818 -5.25776 0.000 0.003 0.009 0.18
H 3.01728 -0.37218 -4.16697 -0.002 0.006 -0.003 0.25